(1)
Density functional theory data (the ωB97M-V functional and the def2-TZVPD basis) for C30H29BaCl3FGeN4O6S as an isolated structure at a distorted geometry.

Properties
total charge = -2
HOMO energy (spin up / spin down) = -1.828 / -1.828 eV
relative energy (zero: lowest compared OMol25 entry of this formula, charge and spin) = 66.6 kcal per mole
spin multiplicity = 2
expectation value of S² = 0.80

Last column: Löwdin spin population.
Atoms and positions in Å:
Ba1 -0.83800 -0.15804 0.18100  0.00
C1 -4.39659 0.87013 -1.83189  0.00
C2 -3.39862 2.02469 -1.84252  0.01
C3 -3.57441 2.89307 -3.08906  0.00
C4 -3.48428 2.86956 -0.58105  0.02
C5 -4.69336 3.40604 -0.15305  0.00
C6 -4.76069 4.18388 0.99079  0.00
C7 -3.61489 4.41778 1.73553  0.00
C8 -2.38082 3.90551 1.34786  0.02
C9 -1.15065 4.14165 2.21189  0.00
C10 -0.75111 5.61893 2.20469  0.00
C11 -1.36829 3.64132 3.64162  0.00
C12 -2.33976 3.15278 0.17064  0.04
N1 -1.09984 2.61079 -0.27563  0.46
C13 -0.21379 3.41052 -0.87070  0.02
C14 -0.49380 4.73202 -1.31786  0.12
C15 0.45599 5.48971 -1.95681  -0.01
C16 1.73861 4.97046 -2.17014  0.16
C17 2.06200 3.68706 -1.75203  -0.02
C18 1.10951 2.91769 -1.12237  0.13
F1 1.46289 1.69472 -0.73510  0.04
H1 -4.20511 0.21474 -2.68295  0.00
H2 -5.42703 1.23806 -1.89844  0.00
H3 -4.30415 0.25058 -0.93939  0.00
H4 -2.40291 1.58173 -1.89876  0.00
H5 -4.58434 3.31542 -3.12895  0.00
H6 -3.40862 2.28857 -3.98304  0.00
H7 -2.85931 3.72150 -3.10808  0.00
H8 -5.58938 3.20527 -0.72839  0.00
H9 -5.70964 4.59444 1.31383  0.00
H10 -3.67768 5.00466 2.64457  0.00
H11 -0.32545 3.56299 1.79325  0.00
H12 -1.54997 6.23563 2.62736  0.00
H13 -0.54662 5.98041 1.19424  0.00
H14 0.14841 5.77042 2.80669  0.00
H15 -2.25679 4.09687 4.08694  0.00
H16 -0.50746 3.90377 4.26219  0.00
H17 -1.47704 2.55661 3.68118  0.00
H18 -1.49386 5.11379 -1.15833  0.00
H19 0.20915 6.48656 -2.29772  0.00
H20 2.48814 5.56839 -2.67321  0.01
H21 3.04365 3.26096 -1.90931  0.00
O1 -0.93047 0.17893 -4.26914  0.00
C19 -0.27250 -0.09501 -3.26486  0.00
O2 -0.64162 -0.05267 -2.05246  0.00
C20 1.19323 -0.49867 -3.47946  0.00
C21 1.74812 -0.40845 -4.75312  0.00
C22 3.08387 -0.72434 -4.92191  0.00
C23 3.82333 -1.12937 -3.81874  0.00
C24 3.18069 -1.20496 -2.59337  0.00
N2 1.89787 -0.89097 -2.41854  0.00
H22 1.10899 -0.09488 -5.56672  0.00
H23 3.54638 -0.65836 -5.90037  0.00
H24 4.87276 -1.38299 -3.90109  0.00
H25 3.71655 -1.53123 -1.70669  0.00
N3 4.24929 -4.00774 2.24349  0.00
C25 3.29753 -3.90298 1.60665  0.00
C26 2.14201 -3.78856 0.73780  0.00
C27 1.75639 -4.85957 -0.05897  0.00
C28 0.69816 -4.69750 -0.93033  0.00
C29 0.04371 -3.47717 -0.96417  0.00
N4 0.38225 -2.47276 -0.15723  0.00
C30 1.41124 -2.61092 0.67908  0.00
H26 2.27391 -5.80609 0.02535  0.00
H27 0.36720 -5.50804 -1.56392  0.00
H28 -0.79029 -3.29000 -1.62997  0.00
H29 1.64401 -1.74957 1.31678  0.00
Cl1 -0.80964 -5.20092 2.27457  0.00
Ge1 -2.01951 -2.93208 2.21651  0.00
Cl2 -3.12096 -2.31484 -0.42377  0.00
Cl3 -3.55027 -3.28813 4.03248  0.00
O3 -0.80835 0.34456 4.21309  0.00
S1 -0.69869 -0.43636 3.00096  0.00
O4 -1.97094 -0.38644 2.19507  0.00
O5 0.42878 0.04277 2.11040  0.00
O6 -0.44860 -1.89928 3.27501  0.00

Atoms 1-2, force components in eV/Å:
Ba -1.29 0.26 -2.58
C -0.10 0.00 -0.03


(2)
Density functional theory data (the ωB97M-V functional and the def2-TZVPD basis) for an isolated ion of composition C8H13N4P and charge +2 at a distorted geometry.

Properties
total charge = +2
HOMO energy = -16.207 eV
relative energy (zero: lowest compared OMol25 entry of this formula, charge and spin) = 0.0 kcal per mole

Last column: Mulliken charge in e.
Atoms and positions in Å:
C1 -2.58545 -2.67173 -0.85901  -0.55
C2 2.72718 2.03883 -0.86862  -0.49
C3 2.27331 2.13009 0.44550  0.69
C4 -2.76771 -1.58541 0.00611  0.39
C5 -0.58711 -1.84350 -0.51162  0.04
C6 1.78049 0.11350 -0.29021  0.15
C7 2.43208 3.21163 1.42561  -1.12
C8 -4.02780 -0.98564 0.67619  -1.04
N1 -1.25735 -2.83382 -1.08748  -0.01
N2 1.72941 0.92687 0.76488  0.00
N3 2.34109 0.78792 -1.30508  -0.05
N4 -1.41004 -1.12002 0.26909  -0.05
P1 1.66098 -1.68564 -0.46419  0.03
H1 -3.31300 -3.12603 -1.41037  0.46
H2 3.18076 2.92779 -1.27754  0.41
H3 2.14168 3.06028 2.52099  0.31
H4 3.42780 3.70756 1.21611  0.30
H5 1.79334 4.12178 1.30461  0.33
H6 -4.70426 -0.85106 -0.10729  0.36
H7 -4.37972 -1.73287 1.44131  0.31
H8 -3.71895 -0.07044 1.14930  0.34
H9 -0.93540 -3.64005 -1.64975  0.28
H10 1.38727 0.80253 1.72651  0.30
H11 2.54763 0.32985 -2.17630  0.24
H12 -1.26184 -0.44363 1.01090  0.25
H13 1.52561 -1.56878 -1.94965  0.13

Atoms 1-2, force components in eV/Å:
C -0.12 3.42 2.71
C -1.12 0.53 2.12


(3)
Density functional theory data (the ωB97M-V functional and the def2-TZVPD basis) for a 2-piece molecular cluster, C4H8N2O2 overall at a distorted geometry.

Properties
HOMO energy = -9.824 eV
relative energy (zero: lowest compared OMol25 entry of this formula, charge and spin) = 93.1 kcal per mole

Last column: Mulliken charge in e.
Atoms and positions in Å:
C1 -1.32990 -0.12429 1.24177  -0.90
N1 -0.93160 -0.32504 -0.14144  -0.62
C2 0.07439 0.40973 -0.62463  0.80
C3 0.61538 1.65080 0.03180  -1.31
O1 0.03503 0.57282 -1.97763  -0.47
H1 -2.21810 -0.72531 1.45005  0.30
H2 -0.54188 -0.40450 1.94648  0.29
H3 -1.59902 0.92615 1.40368  0.34
H4 -0.13115 2.44725 -0.00106  0.37
H5 1.50047 1.97644 -0.51914  0.36
H6 0.89876 1.44697 1.06588  0.35
H7 -0.26814 -0.25289 -2.38422  0.38
N2 2.60725 -1.47755 -0.28241  -0.47
C4 1.44297 -1.55938 -0.35042  0.56
O2 0.35151 -2.41767 -0.24487  -0.44
H8 -0.50598 -2.14352 -0.61383  0.45

Atoms 1-2, force components in eV/Å:
C 0.22 -0.12 0.00
N 2.30 1.87 -1.01


(4)
Density functional theory data (the ωB97M-V functional and the def2-TZVPD basis) for C15H22ClFN2O3S2 as an isolated structure at a distorted geometry.

Properties
HOMO energy = -8.306 eV
relative energy (zero: lowest compared OMol25 entry of this formula, charge and spin) = 306.9 kcal per mole

Last column: Mulliken charge in e.
Atoms and positions in Å:
C1 -5.07310 -0.07793 1.86558  -1.50
C2 -4.35185 -0.06025 0.38309  0.93
C3 -4.93776 1.17618 -0.46225  -1.43
H1 -4.60505 1.09815 -1.45791  0.49
H2 -6.14482 0.76322 -0.69764  0.24
H3 -4.97906 1.95146 0.11038  0.48
C4 -4.77626 -1.52295 -0.13539  -1.36
H4 -4.30561 -1.36525 -1.43523  0.16
H5 -5.80166 -1.60332 -0.46185  0.40
H6 -4.15970 -2.23103 0.25694  0.48
S1 -2.76152 0.48732 0.71094  -0.21
C5 -2.01677 0.23741 -1.05347  -1.08
H7 -2.64325 0.11281 -1.83247  0.43
C6 -1.19362 -1.11862 -1.08212  -0.83
N1 -0.25249 -1.41997 -0.19687  -0.12
C7 1.01102 -1.33341 -0.15054  0.63
O1 1.61765 -1.37349 -1.32813  -0.76
C8 1.89133 -1.39768 1.07940  -1.20
N2 3.28551 -0.54242 0.76765  -0.19
C9 3.14652 0.76140 0.68810  0.92
C10 1.93447 1.42901 0.40129  -0.33
C11 1.86699 2.88760 0.37890  -0.03
C12 3.18274 3.57128 0.09874  0.34
C13 4.31845 2.81355 0.31997  -0.58
C14 4.37680 1.57884 0.16525  -0.51
H8 5.39531 0.90607 0.50762  0.19
H9 5.31946 3.11465 0.01981  0.34
F1 3.24438 4.93798 -0.25796  -0.30
Cl1 0.40534 3.59995 0.22218  -0.19
H10 1.05919 0.92200 0.70578  0.51
S2 4.50323 -1.51100 0.30221  1.09
O2 5.65081 -1.16788 0.86072  -0.60
O3 4.13302 -2.93052 0.65170  -0.75
C15 4.61042 -1.51495 -1.45099  -0.80
H11 5.21555 -2.26023 -1.80024  0.47
H12 3.67107 -1.23392 -1.79914  0.29
H13 5.11788 -0.42007 -1.78934  0.23
H14 2.19117 -2.36556 1.46617  0.57
H15 1.36994 -0.89553 1.87525  0.44
H16 -0.72871 -1.25318 0.96551  0.35
H17 -0.59473 -1.30976 -1.90886  0.77
H18 -2.07958 -1.95045 -0.85078  0.05
H19 -1.28146 0.90781 -0.97250  0.75
H20 -4.73886 -1.01946 2.40243  0.32
H21 -6.30261 -0.17771 1.63654  0.27
H22 -4.78980 0.79983 2.28152  0.65

Atoms 1-2, force components in eV/Å:
C -2.62 -3.58 -3.79
C -5.03 -0.46 1.40


(5)
Density functional theory data (the ωB97M-V functional and the def2-TZVPD basis) for C5H7O4Rh as an isolated structure at a distorted geometry.

Properties
total charge = +2
HOMO energy (spin up / spin down) = -17.997 / -17.920 eV
relative energy (zero: lowest compared OMol25 entry of this formula, charge and spin) = 64.0 kcal per mole
spin multiplicity = 5
expectation value of S² = 6.01

Last column: Löwdin spin population.
Atoms and positions in Å:
O1 2.22610 -0.50887 1.59187  0.28
C1 1.60761 -0.95096 0.58802  0.03
O2 0.53922 0.08380 0.32351  0.22
O3 1.64088 -1.93591 -0.07946  0.08
Rh1 1.28339 1.19448 1.77955  2.55
C2 -0.87783 0.74090 -1.41748  0.08
C3 -0.48862 -0.22690 -0.49147  0.67
H1 -0.27249 1.64831 -1.52534  0.02
H2 -1.50100 0.37584 -2.23884  0.01
O4 -4.22144 -0.11719 0.77353  0.02
C4 -3.09078 -0.51680 0.02498  0.02
C5 -2.05178 0.59301 0.09661  0.02
H3 -4.79176 -0.87673 0.91783  0.00
H4 -3.35955 -0.70434 -1.02825  0.00
H5 -2.68076 -1.45111 0.44451  0.01
H6 -1.75751 0.75530 1.14524  0.00
H7 -2.55422 1.55141 -0.09158  0.00

Atoms 1-2, force components in eV/Å:
O 0.87 0.58 0.72
C 0.50 -5.09 -2.10


(6)
Density functional theory data (the ωB97M-V functional and the def2-TZVPD basis) for a 2-piece molecular cluster, C3H4BrN overall at a distorted geometry.

Properties
HOMO energy (spin up / spin down) = -9.285 / -9.287 eV
relative energy (zero: lowest compared OMol25 entry of this formula, charge and spin) = 90.9 kcal per mole

Last column: Mulliken charge in e.
Atoms and positions in Å:
C1 -1.14198 -0.59024 -0.76104  -0.41
C2 0.93134 0.21463 0.77512  0.20
C3 -0.29678 -0.27136 0.18264  0.02
N1 2.06486 -0.05718 0.24173  -0.52
Br1 -1.85211 -0.39289 2.69895  -0.39
H1 -2.09333 -0.91637 -0.51143  0.26
H2 -1.34402 -0.25420 -1.84866  0.26
H3 0.64360 0.87214 1.67220  0.29
H4 2.90828 0.37346 0.65921  0.28

Atoms 1-2, force components in eV/Å:
C 0.56 2.00 -1.01
C 0.38 1.27 1.16